# 1
81
Properties=species:S:1:pos:R:3:lowdin_charge:R:1 method="wB97M-V/def2-TZVPD" smiles="CC(=O)OCCCCCC[C@]1(C(F)(F)C(F)F)OS(=O)(=O)O[C@@]1(I)CCN.COCCOC.COCCOC" homo_ev=-9.3 multiplicity=1
C 3.554 -3.654 1.642 0.02
C 3.182 -2.425 2.591 -0.43
O 2.701 -2.690 3.701 0.03
O 3.460 -1.118 2.129 -0.06
C 2.565 -0.156 2.760 -0.19
C 2.579 1.279 2.086 -0.14
C 1.981 1.299 0.583 -0.17
C 0.706 2.283 0.442 -0.17
C -0.664 1.507 0.216 -0.17
C -0.906 0.285 1.209 -0.13
C -2.358 0.226 1.871 -0.33
C -3.407 -0.448 0.851 -0.25
F -3.383 0.140 -0.452 0.07
F -4.751 -0.290 1.284 0.08
C -3.167 -2.012 0.610 -0.19
F -3.690 -2.771 1.673 0.00
F -3.965 -2.356 -0.523 0.02
O -2.986 1.542 2.088 -0.16
S -2.210 2.127 3.460 0.79
O -3.033 2.801 4.508 -0.26
O -1.284 3.163 2.911 -0.26
O -1.568 0.708 4.071 -0.30
C -2.356 -0.354 3.389 -0.68
I -1.021 -2.061 3.575 1.13
C -3.725 -0.314 4.214 -0.15
C -4.341 -1.733 4.582 -0.29
N -5.362 -1.465 5.674 -0.04
H 4.006 -4.460 2.297 0.09
H 4.336 -3.291 0.906 0.07
H 2.638 -4.094 1.134 0.10
H 2.941 -0.030 3.838 0.14
H 1.543 -0.638 2.844 0.06
H 3.643 1.708 2.101 0.12
H 1.961 1.972 2.759 0.12
H 2.824 1.633 -0.096 0.11
H 1.706 0.226 0.330 0.09
H 0.701 2.967 1.352 0.10
H 0.902 2.959 -0.460 0.12
H -0.606 1.054 -0.836 0.10
H -1.507 2.264 0.174 0.12
H -0.109 0.371 2.027 0.09
H -0.688 -0.679 0.630 0.12
H -2.108 -2.282 0.327 0.16
H -3.560 0.251 5.197 0.13
H -4.546 0.274 3.674 0.14
H -3.605 -2.474 5.023 0.07
H -4.933 -2.211 3.734 0.12
H -4.767 -1.259 6.499 0.07
H -5.815 -2.358 5.938 0.07
C 2.395 -0.972 -2.493 -0.10
O 3.545 -0.210 -2.157 -0.19
C 4.313 -0.814 -1.117 -0.21
C 5.543 -1.519 -1.675 -0.19
O 5.180 -2.649 -2.464 -0.19
C 5.256 -2.385 -3.857 -0.11
H 1.986 -0.577 -3.425 0.09
H 2.637 -2.028 -2.640 0.09
H 1.639 -0.872 -1.708 0.07
H 3.700 -1.505 -0.529 0.10
H 4.640 -0.007 -0.454 0.12
H 6.143 -1.892 -0.840 0.12
H 6.164 -0.824 -2.251 0.13
H 6.304 -2.343 -4.171 0.09
H 4.756 -1.450 -4.121 0.08
H 4.764 -3.202 -4.386 0.09
C -2.001 0.895 -3.198 -0.11
O -0.905 1.651 -3.694 -0.20
C -0.835 1.637 -5.118 -0.20
C -1.370 2.934 -5.711 -0.20
O -2.771 3.067 -5.487 -0.19
C -3.067 3.959 -4.422 -0.11
H -2.122 1.125 -2.141 0.05
H -2.931 1.141 -3.717 0.09
H -1.791 -0.175 -3.301 0.09
H -1.368 0.771 -5.527 0.13
H 0.222 1.538 -5.384 0.12
H -1.220 2.914 -6.794 0.12
H -0.827 3.798 -5.312 0.13
H -2.892 4.991 -4.742 0.09
H -2.470 3.742 -3.533 0.08
H -4.122 3.846 -4.167 0.09

=====

# 2
82
Properties=species:S:1:pos:R:3:lowdin_spin:R:1 method="wB97M-V/def2-TZVPD" de_lowest_kcal_mol=160.4 homo_ev="-4.5 / -4.5" s_squared=8.77 multiplicity=6
Mn 0.494 -2.100 3.287 4.66
N 3.690 0.083 5.617 0.01
C 2.552 0.352 4.957 0.02
S 2.415 -0.647 3.536 0.08
N 1.793 1.333 5.398 0.01
N 0.456 1.160 5.244 0.01
C -0.267 0.239 5.918 0.05
C -1.301 -0.542 5.370 0.00
C -2.503 -0.714 6.082 0.02
C -3.495 -1.593 5.571 -0.01
C -3.408 -2.107 4.264 0.01
C -2.231 -1.714 3.578 0.01
N -1.107 -1.157 4.113 0.03
H 4.292 -0.700 5.284 0.00
H 3.952 0.525 6.547 0.00
H 0.051 0.005 6.948 0.00
H -2.679 -0.116 6.985 0.00
H -4.461 -1.796 6.045 0.00
H -4.243 -2.694 3.844 0.00
H -2.192 -1.925 2.474 0.00
O 0.577 3.340 4.464 0.01
C -0.120 2.387 4.751 0.01
N -0.229 -4.025 1.397 0.02
C -0.476 -5.388 1.304 0.01
C 0.542 -6.025 1.974 0.00
C 1.339 -5.006 2.560 0.02
N 0.914 -3.819 2.183 0.03
H -0.519 -3.302 0.738 0.00
H -1.344 -5.769 0.722 0.00
H 0.797 -7.053 2.099 0.00
H 2.281 -5.121 3.085 0.00
N -3.116 5.908 3.349 0.00
C -2.820 5.617 4.624 0.00
N -2.519 6.517 5.563 0.00
N -3.007 4.317 4.979 0.00
C -2.214 3.356 4.831 0.00
N -1.489 2.411 4.872 0.00
H -3.208 6.836 2.983 0.00
H -3.296 5.084 2.731 0.00
H -2.696 7.526 5.420 0.00
H -2.409 6.155 6.502 0.00
C 2.191 1.550 -6.523 0.00
Si 1.062 2.028 -5.131 0.00
C -0.623 2.536 -5.729 0.00
C 2.048 3.340 -4.198 0.00
Si 0.874 0.148 -3.713 0.00
Te 0.746 0.822 -1.414 0.01
Si 2.669 -1.428 -3.650 0.00
C 2.306 -2.530 -5.131 0.00
C 2.625 -2.386 -2.027 0.00
C 4.299 -0.454 -3.934 0.00
Si -1.386 -0.513 -3.626 0.00
C -1.718 -1.787 -2.278 0.00
C -1.617 -1.322 -5.351 0.00
C -2.523 1.002 -3.169 0.00
H 2.250 2.439 -7.140 0.00
H 1.698 0.725 -7.046 0.00
H 3.137 1.168 -6.218 0.00
H -0.461 2.776 -6.817 0.00
H -0.919 3.459 -5.184 0.00
H -1.464 1.821 -5.605 0.00
H 1.670 4.342 -4.543 0.00
H 3.126 3.240 -4.192 0.00
H 1.690 3.227 -3.157 0.00
H 2.727 -2.058 -6.010 0.00
H 1.187 -2.710 -5.376 0.00
H 2.731 -3.561 -4.960 0.00
H 1.992 -3.239 -2.125 0.00
H 2.243 -1.772 -1.217 0.00
H 3.653 -2.792 -1.793 0.00
H 4.231 -0.276 -5.058 0.00
H 5.141 -1.169 -3.779 0.00
H 4.353 0.514 -3.427 0.00
H -0.800 -2.437 -2.160 0.00
H -2.506 -2.477 -2.772 0.00
H -1.987 -1.358 -1.312 0.00
H -0.675 -1.731 -5.939 0.00
H -2.177 -0.676 -6.061 0.00
H -2.279 -2.168 -5.112 0.00
H -2.880 1.483 -4.089 0.00
H -2.015 1.816 -2.613 0.00
H -3.414 0.571 -2.614 0.00

=====

# 3
79
Properties=species:S:1:pos:R:3:lowdin_charge:R:1 method="wB97M-V/def2-TZVPD" total_charge=+1 de_lowest_kcal_mol=99.2 homo_ev=-11.7 multiplicity=1
C -0.316 -1.216 1.470 -0.08
C 1.235 -1.701 1.329 -0.26
O 1.394 -2.945 0.593 -0.27
P 2.068 -2.752 -0.948 0.69
O 3.139 -1.666 -1.077 -0.30
C 2.960 -4.404 -1.324 -0.19
C 1.843 -5.603 -1.228 -0.16
C 2.278 -6.501 0.023 -0.08
C 1.282 -6.772 1.210 0.11
C 1.902 -7.635 2.381 -0.01
N 3.214 -8.140 2.411 0.07
N 3.971 -7.898 1.352 -0.01
C 3.703 -7.158 0.160 0.10
O 0.959 -2.548 -2.220 -0.25
C -0.313 -1.983 -1.790 -0.29
C -1.429 -2.004 -2.971 -0.06
H -0.472 -0.680 2.462 0.09
H -0.643 -0.582 0.564 0.07
H -0.924 -2.201 1.489 0.08
H 1.560 -1.924 2.416 0.13
H 1.888 -0.835 0.984 0.11
H 3.480 -4.364 -2.336 0.11
H 3.748 -4.500 -0.491 0.10
H 0.862 -5.078 -0.919 0.10
H 1.754 -6.179 -2.205 0.13
H 0.215 -6.384 1.226 0.13
H 1.220 -7.829 3.286 0.14
H 4.929 -8.308 1.389 0.19
H 4.498 -7.049 -0.659 0.16
H -0.127 -0.891 -1.515 0.12
H -0.732 -2.620 -0.942 0.10
H -1.085 -1.297 -3.797 0.09
H -2.410 -1.658 -2.473 0.09
H -1.551 -3.076 -3.361 0.08
C 3.624 1.496 -2.082 -0.06
C 3.850 1.159 -0.621 -0.23
O 4.775 2.079 -0.025 0.04
C 4.257 3.258 0.350 -0.57
O 3.098 3.595 0.235 0.11
O 5.253 4.009 0.856 0.01
C 4.851 5.323 1.236 -0.04
H 4.577 1.556 -2.614 0.09
H 2.997 0.740 -2.560 0.07
H 3.137 2.468 -2.191 0.08
H 4.296 0.167 -0.542 0.09
H 2.909 1.134 -0.063 0.11
H 3.995 5.294 1.910 0.07
H 4.621 5.914 0.347 0.11
H 5.684 5.794 1.759 0.10
C -8.715 -1.289 -2.891 -0.06
C -7.547 -2.256 -2.920 -0.22
O -6.448 -1.748 -2.151 0.03
C -6.536 -1.932 -0.825 -0.59
O -7.438 -2.481 -0.241 0.13
O -5.452 -1.377 -0.253 -0.01
C -5.448 -1.445 1.170 -0.05
H -8.396 -0.291 -3.201 0.08
H -9.514 -1.628 -3.553 0.08
H -9.122 -1.194 -1.881 0.08
H -7.189 -2.364 -3.946 0.12
H -7.839 -3.251 -2.574 0.12
H -5.598 -2.470 1.518 0.10
H -6.214 -0.785 1.581 0.10
H -4.472 -1.104 1.518 0.09
C 1.558 6.093 1.734 -0.07
C 0.295 6.333 0.930 -0.20
O -0.686 7.019 1.717 0.03
C -0.523 8.348 1.813 -0.59
O 0.356 8.996 1.298 0.12
O -1.499 8.833 2.601 0.00
C -1.405 10.236 2.841 -0.05
H 1.326 5.585 2.673 0.09
H 2.268 5.487 1.169 0.03
H 2.043 7.037 1.995 0.08
H -0.144 5.373 0.646 0.12
H 0.505 6.877 0.005 0.13
H -1.337 10.794 1.905 0.10
H -0.544 10.449 3.479 0.10
H -2.310 10.548 3.362 0.09

=====

# 4
78
Properties=species:S:1:pos:R:3:lowdin_charge:R:1 method="wB97M-V/def2-TZVPD" total_charge=+1 homo_ev=-9.9 multiplicity=1
C -0.696 0.993 3.303 -0.01
C -1.843 0.770 2.441 -0.13
C -1.946 1.271 0.920 -0.13
N -0.620 1.336 0.201 -0.03
C 0.401 2.344 0.440 -0.30
P 0.504 3.818 1.611 0.42
S 2.017 3.564 2.857 0.13
C 1.583 2.087 -0.520 -0.55
S 3.184 2.952 -0.760 0.73
N 1.070 0.905 -1.240 -0.41
S 2.161 0.355 -2.473 0.82
C -0.220 0.403 -0.853 -0.07
C -1.021 -0.829 -1.464 -0.08
C -0.209 -2.199 -1.527 -0.20
C 0.585 -2.584 -2.813 -0.09
C 1.415 -3.875 -2.999 -0.02
C 1.481 -4.894 -1.822 -0.19
C 2.388 -6.199 -2.031 -0.08
C 0.664 -4.588 -0.516 -0.01
C -0.170 -3.263 -0.365 -0.01
H -0.546 2.018 3.798 0.06
H 0.087 0.164 3.439 0.07
H -2.749 0.217 2.901 0.12
H -2.689 0.568 0.394 0.12
H -2.433 2.325 0.924 0.13
H 0.841 5.000 0.843 0.00
H -0.701 4.086 2.337 -0.04
H 3.336 3.233 -2.133 -0.08
H 2.711 -0.873 -2.112 -0.06
H -1.917 -1.013 -0.755 0.12
H -1.452 -0.625 -2.511 0.13
H 0.558 -1.830 -3.682 0.08
H 1.984 -4.070 -3.980 0.09
H 2.962 -6.076 -3.014 0.07
H 1.758 -7.148 -1.979 0.09
H 3.163 -6.274 -1.182 0.09
H 0.673 -5.341 0.343 0.10
H -0.775 -3.015 0.578 0.10
C 2.342 1.861 6.082 -0.28
S 2.033 0.194 5.460 0.78
O 0.601 -0.131 5.747 -0.57
C 3.037 -0.656 6.697 -0.26
H 1.775 2.566 5.474 -0.02
H 2.021 1.939 7.123 0.06
H 3.407 2.088 6.001 0.06
H 2.672 -0.423 7.698 0.06
H 4.079 -0.346 6.595 0.05
H 2.961 -1.730 6.525 0.05
C -5.598 -0.343 -4.128 -0.26
S -4.770 0.077 -2.579 0.77
O -5.641 -0.398 -1.462 -0.55
C -5.001 1.863 -2.725 -0.27
H -5.607 -1.428 -4.231 0.05
H -6.624 0.029 -4.115 0.06
H -5.050 0.095 -4.965 0.06
H -6.065 2.096 -2.799 0.06
H -4.473 2.228 -3.607 0.05
H -4.588 2.338 -1.834 0.04
C 6.810 -3.137 -5.022 -0.26
S 5.050 -3.366 -4.690 0.78
O 4.735 -4.810 -4.916 -0.56
C 4.467 -2.453 -6.136 -0.27
H 7.377 -3.664 -4.254 0.05
H 7.061 -3.546 -6.003 0.06
H 7.052 -2.073 -4.985 0.05
H 4.864 -2.904 -7.047 0.06
H 4.786 -1.412 -6.062 0.05
H 3.377 -2.496 -6.156 0.04
C -5.049 5.431 3.310 -0.26
S -3.480 5.034 4.110 0.84
O -2.413 5.096 3.060 -0.60
C -3.852 3.290 4.399 -0.26
H -5.026 6.478 3.006 0.05
H -5.189 4.800 2.430 0.06
H -5.866 5.277 4.017 0.06
H -4.067 2.793 3.451 0.05
H -4.709 3.207 5.069 0.06
H -2.983 2.824 4.864 0.05